Record 1
C54H65CsN5O10PS3 as an isolated structure in a non-equilibrium geometry, computed with ωB97M-V with the def2-TZVPD basis set.

Results
Energy relative to the best compared isomer or geometry (same formula, charge and spin) = 54.3 kJ/mol
Orbital gap = 5.678 eV
Total charge = -2
HOMO energy = -2.52 eV
E = -4679.072555 hartree

Positions of all 139 atoms, in Å:
Cs  -0.26943  0.57659  -0.73245
C  -6.01426  2.59558  1.00738
C  -5.28501  1.48983  0.59866
C  -3.91740  1.43750  0.83231
C  -3.27214  2.49108  1.46468
C  -4.00200  3.61196  1.86179
C  -5.36657  3.65635  1.63659
N  -1.86630  2.31566  1.69106
N  -1.31766  3.30481  2.19378
C  0.09321  3.20233  2.45525
C  0.55785  4.30516  3.17929
C  1.90169  4.40858  3.49734
C  2.75905  3.40309  3.06137
C  2.25499  2.32089  2.34053
C  0.90218  2.14530  1.99963
H  -7.08172  2.63927  0.82845
H  -5.77152  0.66714  0.08985
H  -3.33965  0.57634  0.52311
H  -3.48228  4.42429  2.35097
H  -5.93431  4.52583  1.94801
H  -0.15138  5.07290  3.47569
H  2.27537  5.25692  4.06008
H  3.82235  3.46334  3.28419
H  2.98518  1.57564  2.01445
O  -5.44386  -2.73979  -5.66060
C  -5.66405  -1.62537  -5.14881
O  -6.53122  -0.77455  -5.44460
C  -4.62013  -1.15486  -4.10297
C  -4.73208  0.09373  -3.50513
C  -3.79065  0.48312  -2.56722
N  -2.75620  -0.27521  -2.19835
C  -2.63706  -1.47910  -2.77632
C  -3.54563  -1.94811  -3.71971
C  -1.44249  -2.34995  -2.35129
O  -1.38920  -3.50731  -2.78874
O  -0.61281  -1.80407  -1.56059
H  -5.55854  0.73464  -3.78321
H  -3.86106  1.45459  -2.08638
H  -3.41520  -2.92860  -4.15345
C  -4.15225  -5.11612  0.92211
C  -2.81106  -4.94877  0.21944
C  -2.16188  -3.59629  0.46682
N  -1.71453  -3.41766  1.85243
C  -2.29218  -2.66775  2.78516
S  -3.70148  -1.80678  2.62770
N  -1.60096  -2.57048  4.00884
C  -0.67317  -3.36659  4.63681
O  -0.05088  -2.94829  5.59454
C  -0.47838  -4.76788  4.14914
C  0.81381  -5.27405  4.09298
C  1.02735  -6.57566  3.66541
C  -0.05199  -7.37801  3.32180
C  -1.34705  -6.88224  3.40851
C  -1.56151  -5.57607  3.81584
H  -4.57160  -6.10904  0.74648
H  -4.86738  -4.37592  0.56117
H  -4.05797  -4.97229  2.00159
H  -2.92387  -5.04046  -0.86287
H  -2.11676  -5.73852  0.53109
H  -2.83676  -2.77447  0.23146
H  -1.27983  -3.48200  -0.16176
H  -0.82659  -3.84007  2.07866
H  -1.84128  -1.73356  4.52279
H  1.64062  -4.63587  4.37897
H  2.03625  -6.96112  3.59460
H  0.11520  -8.39247  2.98247
H  -2.18941  -7.50776  3.14294
H  -2.56663  -5.17564  3.86808
O  2.17836  1.64405  -2.44472
S  3.03641  0.51589  -1.98265
C  4.17305  0.14101  -3.31838
C  4.74490  -1.11954  -3.37341
C  5.62286  -1.41648  -4.40668
C  5.90033  -0.46268  -5.37551
C  5.29995  0.78983  -5.31928
C  4.42893  1.09757  -4.28623
C  4.23737  1.24721  -0.86065
C  5.09240  0.43767  -0.12768
C  5.94213  1.02843  0.79422
C  5.92678  2.40626  0.97707
C  5.05664  3.19887  0.24382
C  4.19881  2.61772  -0.67921
H  4.49562  -1.86262  -2.62458
H  6.07415  -2.39857  -4.46401
H  6.57522  -0.70080  -6.18805
H  5.50648  1.52431  -6.08738
H  3.92810  2.05601  -4.22456
H  5.06146  -0.64128  -0.22059
H  6.59273  0.40359  1.39282
H  6.57575  2.85893  1.71668
H  5.01650  4.26700  0.41484
H  3.47883  3.20073  -1.23740
C  2.69615  -4.75637  0.05747
C  1.70574  -4.05101  0.97805
C  1.43009  -2.61227  0.54844
S  2.61412  -1.42627  1.22744
O  3.94634  -2.12527  1.32595
C  1.91011  -1.35751  2.92184
C  2.97937  -1.49796  3.99416
C  3.90059  -0.29022  4.11604
H  2.85968  -5.78883  0.37478
H  3.65136  -4.23323  0.06814
H  2.31054  -4.77302  -0.96381
H  2.07586  -4.07466  2.00767
H  0.76084  -4.60582  0.96508
H  0.45233  -2.26210  0.88751
H  1.40669  -2.51237  -0.53740
H  1.17783  -2.16131  3.01492
H  1.38533  -0.39729  2.96515
H  3.57135  -2.39211  3.78221
H  2.45922  -1.66673  4.94152
H  4.44469  -0.12044  3.18498
H  4.63400  -0.44704  4.91040
H  3.33350  0.61398  4.34088
C  -1.85074  4.35273  -5.45635
C  -0.48076  4.43221  -4.80999
O  -0.56482  4.83936  -3.44204
P  -0.84831  3.62360  -2.35612
O  -0.39944  4.43076  -1.02339
C  1.00227  4.52867  -0.72306
C  1.24305  5.84091  -0.01461
O  -2.44323  3.69541  -2.13668
C  -3.12513  4.86204  -1.65251
C  -4.60236  4.65963  -1.89952
H  -1.75713  4.10577  -6.51579
H  -2.37017  5.30820  -5.36389
H  -2.45920  3.58343  -4.97980
H  0.14475  5.17438  -5.30956
H  0.02638  3.46340  -4.87552
H  1.58020  4.47523  -1.65196
H  1.27899  3.68756  -0.08301
H  0.97868  6.68127  -0.65938
H  2.29412  5.92254  0.27128
H  0.64406  5.88082  0.89382
H  -2.74598  5.74163  -2.17995
H  -2.91148  4.97489  -0.58846
H  -4.79988  4.53656  -2.96517
H  -5.16725  5.51918  -1.53172
H  -4.95391  3.77086  -1.37435

Atoms 1-6, force components in eV/Å:
Cs 0.17 1.15 0.67
C 0.01 0.01 0.00
C -0.02 0.01 -0.02
C 0.04 0.02 -0.01
C -0.06 -0.04 0.03
C 0.03 -0.01 0.03

These are the Löwdin partial charges, in e, on atoms 1 to 99:
1. Cs 0.9791
2. C -0.1098
3. C -0.0839
4. C -0.0573
5. C -0.2468
6. C -0.0479
7. C -0.1077
8. N 0.0428
9. N 0.0544
10. C -0.3346
11. C -0.0937
12. C -0.1341
13. C -0.1296
14. C -0.2039
15. C -0.1297
16. H 0.0956
17. H 0.1104
18. H 0.0740
19. H 0.0964
20. H 0.0930
21. H 0.0921
22. H 0.0816
23. H 0.0844
24. H 0.0522
25. O -0.0637
26. C -0.7020
27. O -0.0802
28. C -0.1077
29. C -0.0150
30. C -0.1556
31. N 0.0147
32. C -0.1935
33. C 0.0462
34. C -0.6732
35. O -0.0108
36. O -0.3978
37. H 0.1033
38. H 0.0772
39. H 0.1160
40. C -0.1090
41. C -0.2171
42. C -0.1851
43. N 0.0319
44. C -0.8396
45. S 0.6811
46. N 0.1017
47. C -0.4362
48. O 0.0802
49. C -0.1632
50. C -0.0333
51. C -0.0743
52. C -0.0804
53. C -0.0717
54. C -0.0338
55. H 0.0645
56. H 0.0754
57. H 0.0426
58. H 0.1128
59. H 0.0989
60. H 0.1031
61. H 0.0899
62. H 0.0995
63. H 0.1287
64. H 0.1192
65. H 0.1051
66. H 0.1003
67. H 0.1063
68. H 0.1159
69. O -0.5874
70. S 0.9459
71. C -0.3579
72. C -0.0735
73. C -0.0810
74. C -0.0933
75. C -0.0792
76. C -0.0603
77. C -0.3535
78. C -0.0987
79. C -0.0792
80. C -0.0898
81. C -0.0782
82. C -0.0642
83. H 0.1136
84. H 0.1021
85. H 0.0968
86. H 0.1007
87. H 0.1127
88. H 0.0882
89. H 0.1071
90. H 0.0993
91. H 0.1044
92. H 0.0912
93. C -0.0932
94. C -0.2799
95. C -0.3631
96. S 0.9034
97. O -0.5362
98. C -0.3094
99. C -0.2885

=====

Record 2
One molecule with the formula C22H27NO6, computed with ωB97M-V with the def2-TZVPD basis set.

Results
Energy relative to the best compared isomer or geometry (same formula, charge and spin) = 355.8 kJ/mol
Orbital gap = 8.579 eV
HOMO energy = -7.94 eV
E = -1360.686732 hartree
SMILES string = CCCOc1c(OC)cccc1[C@H]1CC(=O)Nc2cc(OC)c(OC)c(OC)c21

Positions of all 56 atoms, in Å:
C  2.21137  2.33529  2.40994
C  2.23247  1.86642  0.95979
C  2.05844  0.35590  0.84195
O  0.83167  -0.02452  1.45529
C  0.55744  -1.37103  1.45967
C  1.45352  -2.31606  1.98392
O  2.64456  -1.94134  2.58287
C  2.46980  -1.26058  3.81381
C  1.16539  -3.67044  1.90888
C  -0.02766  -4.09918  1.36125
C  -0.95055  -3.16685  0.92826
C  -0.67774  -1.80672  0.96937
C  -1.75337  -0.83350  0.53553
C  -2.37230  -0.12808  1.75126
C  -1.62342  1.10495  2.19632
O  -1.46143  1.42968  3.35188
N  -1.24343  1.91456  1.16961
C  -1.08665  1.49639  -0.14571
C  -0.68711  2.42019  -1.10826
C  -0.44690  2.00756  -2.40637
O  -0.07008  2.84877  -3.41343
C  0.01118  4.22637  -3.14531
C  -0.58062  0.64959  -2.75878
O  -0.34744  0.24994  -4.06476
C  0.98311  0.39201  -4.52122
C  -1.00699  -0.26716  -1.79211
O  -1.22543  -1.59683  -1.97188
C  -0.95161  -2.24097  -3.19565
C  -1.27422  0.16673  -0.48365
H  2.31128  3.41734  2.46108
H  1.27655  2.04841  2.88541
H  3.03300  1.88882  2.96555
H  1.43863  2.35672  0.39616
H  3.18606  2.12657  0.49488
H  2.02793  0.06626  -0.21947
H  2.90522  -0.15259  1.31340
H  3.46141  -0.93341  4.12251
H  2.05677  -1.93669  4.57019
H  1.80856  -0.39678  3.71265
H  1.88963  -4.36891  2.29904
H  -0.24759  -5.15401  1.29977
H  -1.89996  -3.49659  0.53384
H  -2.53612  -1.43311  0.05921
H  -2.45329  -0.81564  2.59365
H  -3.37932  0.21242  1.49067
H  -0.81297  2.79237  1.43060
H  -0.57504  3.45411  -0.82335
H  -0.94644  4.62541  -2.79737
H  0.79034  4.44909  -2.40854
H  0.27143  4.69361  -4.09395
H  1.28416  1.44002  -4.57141
H  1.68268  -0.15371  -3.87650
H  0.99865  -0.03974  -5.52066
H  -1.51780  -1.80572  -4.02056
H  0.11445  -2.21857  -3.43473
H  -1.25894  -3.27546  -3.03977

Atoms 1-6, force components in eV/Å:
C -0.02 -0.01 -0.24
C -0.19 -0.33 0.23
C 0.49 0.33 -0.49
O -0.11 -0.38 0.44
C 0.11 -0.17 -0.04
C 0.16 0.06 0.14

Which charges does Löwdin predict for the atoms? In e, they are:
1. C -0.0906
2. C -0.2069
3. C -0.1681
4. O -0.0627
5. C -0.1318
6. C -0.2092
7. O -0.1198
8. C -0.0614
9. C -0.0028
10. C -0.0749
11. C -0.0321
12. C -0.1013
13. C -0.1783
14. C -0.0169
15. C -0.4734
16. O 0.0766
17. N 0.1553
18. C -0.1937
19. C 0.0283
20. C -0.1915
21. O -0.0863
22. C -0.0756
23. C -0.1320
24. O -0.1172
25. C -0.0699
26. C -0.1247
27. O -0.0565
28. C -0.0491
29. C -0.0494
30. H 0.0715
31. H 0.0589
32. H 0.0727
33. H 0.0792
34. H 0.1144
35. H 0.1355
36. H 0.1216
37. H 0.0949
38. H 0.0984
39. H 0.0856
40. H 0.1196
41. H 0.1026
42. H 0.1163
43. H 0.1459
44. H 0.1357
45. H 0.1394
46. H 0.1571
47. H 0.1110
48. H 0.0984
49. H 0.0966
50. H 0.0964
51. H 0.0833
52. H 0.0958
53. H 0.0947
54. H 0.0989
55. H 0.0953
56. H 0.0962

=====

Record 3
C21H76N26O19V as an isolated structure in a non-equilibrium geometry, computed with ωB97M-V with the def2-TZVPD basis set.

Results
Orbital gap = 9.176 eV
Total charge = +1
HOMO energy = -10.94 eV
E = -4643.469682 hartree

Positions of all 143 atoms, in Å:
O  16.39495  12.80599  12.25037
V  16.17348  13.51884  13.68713
O  17.59246  13.31178  14.38545
C  15.30406  11.25770  15.56580
O  15.33675  11.90746  14.50102
N  14.79459  9.99591  15.55678
N  15.70638  11.76891  16.71847
H  14.51111  9.50224  16.34884
H  14.51268  9.65577  14.64998
H  15.98160  11.10363  17.49135
H  16.27842  12.57842  16.72648
C  15.82129  15.75924  8.32250
O  15.68499  16.93493  8.50375
N  16.82877  14.93361  8.61019
N  14.65664  15.01890  7.98418
H  16.77118  13.89074  8.69698
H  17.73753  15.23548  8.92908
H  14.83066  14.30060  7.27352
H  14.03419  15.65780  7.56289
C  16.14872  11.03088  9.08014
O  16.31110  12.24382  9.13905
N  17.10329  10.16976  8.60677
N  15.02821  10.42736  9.50116
H  16.74468  9.24456  8.25138
H  17.79569  10.56043  8.06599
H  14.47129  11.17415  9.95366
H  15.07609  9.48840  9.89105
C  14.03922  14.43938  16.00235
O  15.16179  14.38799  15.36219
N  12.90768  14.08016  15.43589
N  14.03270  15.01992  17.22866
H  12.05850  14.54174  15.80418
H  13.02464  13.99745  14.39388
H  13.22264  15.29500  17.72400
H  14.92209  15.36257  17.57857
C  19.95883  13.28026  10.51908
O  19.59037  14.25528  9.85835
N  19.04789  12.58587  11.31780
N  21.25600  12.80893  10.56356
H  18.06551  12.86957  11.35841
H  19.37243  11.79744  11.87659
H  21.22115  11.83822  10.72773
H  21.87954  13.12832  9.90749
C  13.31287  13.50200  11.66717
O  13.80905  13.56363  12.81025
N  14.11576  13.78139  10.62726
N  12.08482  13.15932  11.50120
H  13.88645  13.59240  9.65260
H  15.11435  13.74472  10.76137
H  11.68257  12.96320  10.59558
H  11.59371  12.80847  12.35548
C  17.37135  15.78578  12.35981
O  16.40872  15.45242  13.15994
N  18.67317  15.47618  12.61409
N  17.09676  16.64609  11.38684
H  19.31556  16.23269  12.27767
H  18.87407  14.99082  13.46770
H  16.20637  16.90888  11.00787
H  17.89481  16.99550  10.80817
C  21.32178  11.14457  13.47251
O  20.71328  10.79694  12.45251
N  21.46452  12.45954  13.77650
N  21.97204  10.24397  14.23860
H  21.35913  13.09848  13.01266
H  21.98423  12.71173  14.62018
H  21.63112  9.28684  14.21385
H  22.36894  10.62540  15.05001
C  17.65976  12.73773  19.68334
O  17.81144  12.74013  18.44025
N  17.42625  13.91664  20.45792
N  17.50847  11.56865  20.29783
H  16.98484  13.83044  21.36930
H  17.24668  14.75814  19.90779
H  17.26239  10.66178  19.84031
H  17.32986  11.59183  21.30243
C  17.15785  16.27507  17.23609
O  16.81340  16.16400  18.39968
N  18.30146  15.69696  16.72273
N  16.30991  17.07053  16.40446
H  18.56563  14.84173  17.19734
H  18.41012  15.66498  15.69546
H  15.52643  17.32220  16.99581
H  16.07137  16.61276  15.48674
C  21.01825  11.98621  17.06471
O  22.15709  12.08372  16.59619
N  20.68352  11.21496  18.13648
N  19.95254  12.76329  16.58268
H  21.44952  10.64140  18.46518
H  19.74778  11.03039  18.47817
H  20.09542  13.15204  15.67907
H  19.09416  12.82782  17.01117
C  10.48941  14.34430  18.04407
O  10.86040  15.28532  17.34712
N  9.46069  14.47878  18.87572
N  10.96247  13.07075  17.96750
H  9.00435  13.73904  19.37720
H  8.97098  15.36444  18.76725
H  11.89158  12.87071  17.56849
H  10.79142  12.30334  18.73939
C  17.95230  9.36265  16.65260
O  17.35474  9.75524  17.65997
N  18.09908  10.04312  15.51297
N  18.49842  8.13537  16.59372
H  18.62741  9.55302  14.79441
H  17.83293  10.97887  15.43513
H  18.65385  7.78382  17.51020
H  19.14748  7.94610  15.87284
C  16.65404  5.50934  7.86831
C  15.26258  5.92318  8.28989
O  15.20816  7.32236  8.51158
H  16.59326  4.50410  7.51007
H  17.33238  5.65748  8.69466
H  17.05518  6.05024  7.07154
H  15.05720  5.34985  9.22182
H  14.51699  5.65843  7.56058
H  14.39300  7.64556  7.96564
C  21.32427  18.24638  11.88072
C  21.10315  17.86127  10.46186
O  19.87040  17.16757  10.39969
H  22.01448  19.06754  12.03784
H  21.63328  17.40249  12.48841
H  20.41228  18.69250  12.37887
H  21.91959  17.19918  10.18200
H  21.14117  18.64374  9.75855
H  19.97581  16.41480  9.76563
C  17.27211  8.13056  12.75392
C  18.73159  7.71690  12.65416
O  19.57336  8.55156  13.52700
H  17.09195  9.22865  12.60398
H  16.96080  7.95554  13.75633
H  16.63193  7.54519  12.03634
H  19.20439  7.63350  11.65864
H  18.77192  6.68365  13.02871
H  20.00477  9.31105  12.97842
C  11.32597  9.95975  14.04752
C  11.18741  11.20476  14.89165
O  11.01052  12.25939  14.00636
H  11.65741  9.11597  14.74928
H  12.10271  9.99878  13.25400
H  10.40959  9.57595  13.62525
H  12.02885  11.37664  15.54923
H  10.24681  11.03064  15.43749
H  10.45156  12.93133  14.43772

Atoms 1-6, force components in eV/Å:
O -0.38 0.89 0.87
V 0.50 -0.84 -0.98
O -0.02 0.28 0.36
C -0.36 0.01 0.02
O -0.41 -0.90 -0.50
N 0.31 0.98 -1.80

These are the Löwdin partial charges, in e, on atoms 1 to 99:
1. O -0.3484
2. V 0.9220
3. O -0.3399
4. C -0.6096
5. O -0.0823
6. N 0.2183
7. N 0.2152
8. H 0.0954
9. H 0.1142
10. H 0.1098
11. H 0.0713
12. C -0.6899
13. O 0.0449
14. N 0.1753
15. N 0.1081
16. H 0.0697
17. H 0.0685
18. H 0.0990
19. H 0.0732
20. C -0.6609
21. O -0.0012
22. N 0.1758
23. N 0.1713
24. H 0.1101
25. H 0.0692
26. H 0.1085
27. H 0.0958
28. C -0.5632
29. O -0.1213
30. N 0.1987
31. N 0.2187
32. H 0.0963
33. H 0.0999
34. H 0.0807
35. H 0.0734
36. C -0.6018
37. O -0.0166
38. N 0.1751
39. N 0.1714
40. H 0.0466
41. H 0.0559
42. H 0.0640
43. H 0.0747
44. C -0.6650
45. O -0.0615
46. N 0.1892
47. N 0.2002
48. H 0.0838
49. H 0.0604
50. H 0.1240
51. H 0.1010
52. C -0.5401
53. O -0.1157
54. N 0.2071
55. N 0.2354
56. H 0.1114
57. H 0.0735
58. H 0.1153
59. H 0.1107
60. C -0.6110
61. O -0.0471
62. N 0.1957
63. N 0.2162
64. H 0.0856
65. H 0.0901
66. H 0.1080
67. H 0.0605
68. C -0.5868
69. O -0.0482
70. N 0.1585
71. N 0.1557
72. H 0.0942
73. H 0.0619
74. H 0.1175
75. H 0.1103
76. C -0.6251
77. O -0.0001
78. N 0.1871
79. N 0.1345
80. H 0.0655
81. H 0.0931
82. H 0.0853
83. H 0.0936
84. C -0.6060
85. O -0.0154
86. N 0.1824
87. N 0.1805
88. H 0.1115
89. H 0.0803
90. H 0.0583
91. H -0.0045
92. C -0.7074
93. O 0.0084
94. N 0.1634
95. N 0.1333
96. H 0.1075
97. H 0.1282
98. H 0.0837
99. H 0.1646